{
  "formula": "C8H14N3O",
  "method": "ωB97M-V/def2-TZVPD",
  "symbols": ["C", "C", "C", "C", "C", "C", "C", "C", "N", "N", "N", "O", "H", "H", "H", "H", "H", "H", "H", "H", "H", "H", "H", "H", "H", "H"],
  "coordinates": [[-2.841, -0.945, -0.291], [-3.286, 0.266, 0.388], [-1.485, -0.839, -0.383], [-0.231, -1.569, -0.933], [0.094, 0.750, 0.599], [1.251, -0.181, 0.198], [2.569, 0.434, -0.030], [1.282, -1.258, 1.325], [-2.263, 0.971, 0.790], [-1.131, 0.276, 0.404], [0.212, 2.261, -0.973], [0.913, -0.769, -0.956], [-3.398, -1.564, -0.910], [-4.336, 0.615, 0.500], [-0.073, -2.539, -0.407], [-0.256, -1.888, -1.901], [0.316, 1.467, 1.393], [2.466, 1.160, -0.898], [3.374, -0.425, -0.046], [2.895, 1.129, 0.769], [1.549, -0.795, 2.287], [1.781, -2.207, 0.968], [0.275, -1.756, 1.442], [-0.788, 2.537, -1.036], [0.457, 1.844, -1.837], [0.652, 3.024, -0.463]],
  "total_charge": 1,
  "de_lowest_kcal_mol": 61.5,
  "e_lumo_ev": -4.53,
  "gap_ha": 0.3397,
  "fmax_ev_per_a": 3.86
}

***

{
  "formula": "C3H5Cl",
  "method": "ωB97M-V/def2-TZVPD",
  "symbols": ["C", "C", "C", "Cl", "H", "H", "H", "H", "H"],
  "coordinates": [[0.125, 0.736, -0.838], [0.432, -0.434, 0.002], [-0.378, -0.825, 1.028], [-1.563, 0.175, 1.771], [0.880, 1.500, -0.528], [0.372, 0.435, -1.954], [-1.017, 1.118, -0.670], [1.255, -1.040, -0.427], [-0.105, -1.664, 1.617]],
  "total_charge": 0,
  "de_lowest_kcal_mol": 13.2,
  "e_lumo_ev": 1.00,
  "gap_ha": 0.3744,
  "fmax_ev_per_a": 3.20
}

***

{
  "formula": "C13H10CaCl5N",
  "method": "ωB97M-V/def2-TZVPD",
  "symbols": ["C", "C", "C", "C", "C", "Ca", "N", "C", "C", "H", "H", "H", "H", "H", "H", "H", "H", "H", "H", "Cl", "C", "C", "C", "Cl", "C", "Cl", "C", "Cl", "C", "Cl"],
  "coordinates": [[-0.404, 0.557, -3.023], [0.981, 0.352, -3.275], [1.725, 1.145, -2.353], [0.796, 1.837, -1.527], [-0.520, 1.471, -1.936], [0.439, -0.483, -1.046], [-0.995, -1.160, -0.374], [0.423, -2.976, -1.172], [1.420, -2.457, -1.964], [2.813, 1.199, -2.286], [1.405, -0.282, -4.055], [1.044, 2.509, -0.704], [-1.451, 1.821, -1.489], [-1.234, 0.079, -3.547], [1.308, -2.422, -3.052], [-0.500, -3.369, -1.606], [-1.912, -1.565, -0.152], [2.411, -2.247, -1.547], [0.597, -3.193, -0.115], [-0.013, -2.209, 2.146], [-0.409, -0.544, 2.519], [-0.324, 0.475, 1.529], [-0.618, 1.808, 1.957], [-0.687, 3.182, 0.871], [-0.958, 2.082, 3.300], [-1.333, 3.734, 3.819], [-1.015, 1.054, 4.243], [-1.435, 1.409, 5.923], [-0.744, -0.257, 3.854], [-0.811, -1.549, 5.061]],
  "total_charge": -2,
  "e_lumo_ev": [4.65, 4.65],
  "gap_ha": [0.1365, 0.1366],
  "fmax_ev_per_a": 9.82
}

***

{
  "formula": "C6H12N3O",
  "method": "ωB97M-V/def2-TZVPD",
  "symbols": ["C", "C", "C", "C", "C", "C", "N", "N", "N", "O", "H", "H", "H", "H", "H", "H", "H", "H", "H", "H", "H", "H"],
  "coordinates": [[-1.666, -1.707, 0.268], [-2.791, -1.507, 1.073], [0.995, 2.576, 0.306], [2.733, -0.328, -1.602], [1.889, 1.514, -0.088], [1.629, 0.591, -1.130], [-1.552, 0.299, 1.035], [-0.980, -0.558, 0.311], [-3.816, -2.290, 1.405], [-2.705, -0.258, 1.542], [-1.356, -2.565, -0.285], [0.768, 2.499, 1.374], [0.073, 2.610, -0.267], [1.521, 3.534, 0.224], [3.381, 0.206, -2.291], [3.339, -0.686, -0.775], [2.323, -1.186, -2.127], [2.796, 1.392, 0.498], [0.780, 0.005, -0.597], [1.045, 1.018, -1.954], [-3.864, -3.239, 1.082], [-4.541, -1.921, 1.996]],
  "total_charge": 1,
  "de_lowest_kcal_mol": 114.1,
  "e_lumo_ev": -5.64,
  "gap_ha": 0.2321,
  "fmax_ev_per_a": 1.46
}

***

{
  "formula": "C15H18N2O4S",
  "method": "ωB97M-V/def2-TZVPD",
  "symbols": ["C", "C", "C", "C", "C", "C", "O", "N", "C", "S", "C", "C", "C", "C", "C", "O", "O", "C", "C", "C", "O", "N", "H", "H", "H", "H", "H", "H", "H", "H", "H", "H", "H", "H", "H", "H", "H", "H", "H", "H"],
  "coordinates": [[5.887, -1.064, -1.599], [4.625, -1.286, -0.772], [3.384, -1.263, -1.655], [2.081, -1.493, -0.954], [1.936, -1.675, 0.388], [0.641, -1.903, 0.960], [0.347, -2.037, 2.131], [-0.382, -1.974, -0.006], [-0.162, -1.699, -1.306], [-1.482, -1.633, -2.461], [-3.015, -1.478, -1.422], [-2.923, -0.401, -0.414], [-2.887, 0.954, -0.506], [-2.687, 1.438, 0.822], [-2.578, 2.835, 1.244], [-2.426, 3.210, 2.382], [-2.671, 3.672, 0.199], [-2.578, 5.054, 0.505], [-2.610, 0.327, 1.633], [-2.349, 0.170, 3.079], [-2.761, -0.779, 0.888], [1.009, -1.475, -1.797], [5.992, -1.841, -2.352], [6.768, -1.082, -0.962], [5.848, -0.101, -2.104], [4.694, -2.249, -0.262], [4.551, -0.504, -0.014], [3.469, -2.023, -2.437], [3.311, -0.302, -2.172], [2.768, -1.647, 1.069], [-1.307, -2.164, 0.364], [-3.218, -2.440, -0.950], [-3.781, -1.269, -2.167], [-2.982, 1.549, -1.390], [-2.640, 5.581, -0.443], [-1.630, 5.270, 1.004], [-3.395, 5.353, 1.165], [-3.191, -0.319, 3.568], [-2.186, 1.147, 3.522], [-1.469, -0.459, 3.221]],
  "total_charge": 0,
  "de_lowest_kcal_mol": 18.2,
  "e_lumo_ev": 0.49,
  "gap_ha": 0.3340,
  "fmax_ev_per_a": 1.13
}

***

{
  "formula": "C4H9O2",
  "method": "ωB97M-V/def2-TZVPD",
  "symbols": ["C", "C", "C", "C", "O", "O", "H", "H", "H", "H", "H", "H", "H", "H", "H"],
  "coordinates": [[-0.550, -0.407, -0.298], [-1.954, -1.314, -0.888], [0.795, 1.496, -0.730], [0.812, -0.433, 1.866], [-0.312, 0.599, -1.049], [-0.098, -0.822, 0.802], [-2.474, -0.719, -1.639], [-1.425, -2.130, -1.376], [-2.517, -1.578, -0.111], [0.777, 2.240, -1.559], [1.585, 0.767, -0.638], [0.590, 2.047, 0.175], [0.415, -1.098, 2.659], [1.821, -0.525, 1.556], [0.681, 0.631, 2.036]],
  "total_charge": 1,
  "de_lowest_kcal_mol": 29.7,
  "e_lumo_ev": -3.88,
  "gap_ha": 0.4779,
  "fmax_ev_per_a": 6.74
}

***

{
  "formula": "C2H7N3S2",
  "method": "ωB97M-V/def2-TZVPD",
  "symbols": ["N", "C", "N", "S", "S", "C", "N", "H", "H", "H", "H", "H", "H", "H"],
  "coordinates": [[-0.588, 1.459, 0.173], [0.494, 0.805, 0.379], [1.645, 1.444, 0.132], [3.129, 0.788, -0.282], [2.525, -1.115, 0.346], [0.734, -0.753, 0.618], [-0.197, -1.443, -0.324], [-1.465, 1.046, 0.441], [-0.546, 2.268, -0.354], [1.789, 2.467, 0.035], [0.484, -1.130, 1.684], [-1.234, -1.542, -0.013], [0.076, -2.499, -0.321], [-0.215, -0.990, -1.218]],
  "total_charge": 2,
  "de_lowest_kcal_mol": 24.8,
  "e_lumo_ev": -8.79,
  "gap_ha": 0.3033,
  "fmax_ev_per_a": 5.00
}

***

{
  "formula": "C27H33BBr4Cl5F10LiMgN2O17PS3",
  "method": "ωB97M-V/def2-TZVPD",
  "symbols": ["C", "C", "O", "B", "O", "C", "C", "C", "C", "C", "C", "C", "C", "P", "O", "C", "O", "N", "C", "C", "C", "F", "C", "F", "F", "C", "O", "H", "H", "H", "H", "H", "H", "H", "H", "H", "H", "H", "H", "H", "H", "H", "H", "H", "H", "C", "Cl", "Cl", "Cl", "H", "O", "H", "H", "Li", "C", "C", "O", "S", "O", "O", "O", "H", "H", "H", "H", "Cl", "C", "C", "Cl", "H", "H", "H", "H", "C", "C", "O", "C", "O", "O", "F", "H", "H", "H", "C", "Br", "Br", "Br", "H", "Br", "Mg", "C", "F", "F", "F", "S", "O", "O", "N", "S", "O", "O", "C", "F", "F", "F"],
  "coordinates": [[0.247, -7.283, -0.785], [-0.897, -6.135, -1.031], [-0.532, -5.083, -1.992], [0.326, -4.043, -1.392], [1.651, -4.386, -0.764], [-0.029, -2.406, -1.383], [1.172, -1.447, -2.043], [0.953, 0.177, -2.040], [-0.441, 0.762, -1.409], [-1.648, -0.131, -0.752], [-2.945, 0.651, -0.126], [-3.069, 0.462, 1.516], [-1.431, -1.784, -0.738], [-2.776, -2.906, 0.054], [-4.238, -2.293, 0.023], [-0.219, 2.376, -1.592], [-1.164, 3.317, -1.656], [1.288, 2.578, -1.735], [2.044, 3.048, -0.512], [2.168, 1.949, 0.697], [2.209, 2.592, 2.213], [2.624, 1.710, 3.367], [1.824, 3.988, 2.581], [0.453, 4.239, 3.155], [2.782, 5.126, 2.337], [1.885, 1.430, -2.537], [2.862, 1.400, -3.448], [0.781, -7.003, 0.245], [1.083, -7.107, -1.613], [-0.162, -8.383, -0.763], [-1.246, -5.689, -0.007], [-1.841, -6.701, -1.494], [1.552, -4.122, 0.213], [2.176, -1.873, -2.473], [-2.831, 1.816, -0.310], [-3.964, 0.336, -0.609], [-3.554, 1.402, 2.047], [-2.000, 0.330, 2.027], [-3.732, -0.469, 1.819], [-2.851, -4.193, -0.598], [-2.424, -3.183, 1.454], [1.579, 4.082, -0.196], [3.162, 3.289, -0.857], [3.206, 1.375, 0.560], [1.345, 1.117, 0.705], [1.314, 2.279, -6.270], [2.098, 1.903, -7.815], [1.490, 4.000, -5.887], [-0.397, 1.823, -6.313], [1.806, 1.700, -5.485], [-5.978, -0.186, 0.927], [-5.815, -1.141, 0.923], [-6.921, -0.110, 1.138], [0.079, 4.995, -0.928], [3.476, -9.124, 1.300], [4.147, -9.506, 2.617], [4.000, -8.363, 3.456], [2.601, -7.610, 3.085], [1.593, -8.042, 4.027], [2.887, -6.219, 2.821], [2.326, -8.362, 1.665], [4.129, -8.487, 0.695], [3.183, -10.001, 0.717], [5.203, -9.757, 2.489], [3.629, -10.345, 3.094], [-4.335, 1.208, -2.870], [-5.823, 2.174, -2.698], [-5.586, 3.460, -1.924], [-5.232, 3.153, -0.205], [-6.581, 1.547, -2.220], [-6.166, 2.407, -3.711], [-6.485, 4.082, -1.955], [-4.757, 4.037, -2.344], [5.733, 0.915, -4.568], [6.809, 1.792, -5.111], [7.993, 1.091, -4.804], [7.634, -0.224, -4.796], [8.428, -1.149, -4.840], [6.276, -0.379, -4.740], [6.836, 2.979, -4.465], [5.542, 1.089, -3.504], [4.793, 1.021, -5.116], [6.749, 1.957, -6.192], [6.497, 2.711, 2.186], [5.537, 2.860, 0.500], [6.419, 4.363, 3.210], [5.895, 1.184, 3.229], [7.549, 2.537, 1.940], [-4.121, -4.888, -0.340], [0.979, -5.778, -2.980], [-5.385, 6.185, 7.211], [-6.250, 6.040, 8.255], [-5.335, 7.524, 6.938], [-4.147, 5.860, 7.692], [-5.845, 5.195, 5.750], [-7.170, 5.693, 5.373], [-5.823, 3.809, 6.225], [-4.635, 5.643, 4.828], [-4.684, 4.961, 3.398], [-5.751, 5.409, 2.499], [-4.408, 3.523, 3.352], [-3.173, 5.737, 2.734], [-2.064, 5.437, 3.475], [-3.250, 7.102, 2.721], [-2.890, 5.358, 1.454]],
  "total_charge": 1,
  "e_lumo_ev": -7.66,
  "gap_ha": 0.0679,
  "fmax_ev_per_a": 8.91
}